Entry w
ORCA calculation (ωB97M-V/def2-TZVPD) on the molecule FHS2.

The HOMO energy comes out at -9.42 eV. As for the net charge: 0. The SMILES is FSS.

Cartesian coordinates (Å):
F1 -0.450 1.110 1.507
S1 -0.599 -0.675 -0.844
S2 0.520 0.978 0.225
H1 0.528 -1.413 -0.888

Which charges does natural (NBO) predict for the atoms? In e, they are:
1 F -0.482
2 S -0.157
3 S 0.498
4 H 0.141

---

Entry x
ORCA calculation (ωB97M-V/def2-TZVPD) on a cluster of 2 separate species, FHS2 in total.

The HOMO energy comes out at -8.15 eV. As for the net charge: 0.

Cartesian coordinates (Å):
H1 1.575 0.043 0.524
F1 1.203 -0.522 -0.224
S1 -0.825 1.013 -0.165
S2 -1.952 -0.533 -0.135

Which charges does natural (NBO) predict for the atoms? In e, they are:
1 H 0.576
2 F -0.555
3 S 0.007
4 S -0.029

---

Most stable structure, least stable structure: entry w, entry x.

---

Entry w
ORCA calculation (ωB97M-V/def2-TZVPD) on the molecule C11H13NS.

The HOMO energy (alpha / beta) comes out at -6.52 / -7.35 eV. As for the net charge: 0.

Cartesian coordinates (Å):
C1 0.445 -4.033 1.836
C2 -0.997 -4.217 1.740
C3 1.060 -2.782 1.765
C4 -1.582 -3.107 1.160
C5 0.425 -1.662 1.180
C6 -0.924 -1.915 0.732
C7 -1.663 1.518 -1.390
C8 -0.829 2.530 -1.848
C9 -1.047 0.368 -0.829
C10 -1.182 3.713 -2.603
C11 2.231 -0.060 1.192
N1 0.978 -0.569 0.770
S1 -1.963 -0.698 0.122
H1 1.024 -4.919 2.052
H2 -1.278 -5.148 1.638
H3 2.064 -2.620 2.046
H4 -2.589 -3.056 0.952
H5 -2.764 1.589 -1.141
H6 0.177 2.078 -1.951
H7 -0.003 0.139 -1.042
H8 -0.922 4.536 -1.963
H9 -0.754 3.977 -3.558
H10 -2.313 3.868 -2.693
H11 2.245 0.983 1.039
H12 2.730 -0.239 2.156
H13 2.930 -0.357 0.358

Which charges does natural (NBO) predict for the atoms? In e, they are:
1 C -0.163
2 C -0.246
3 C -0.266
4 C -0.169
5 C 0.143
6 C -0.255
7 C -0.262
8 C -0.132
9 C -0.366
10 C -0.668
11 C -0.452
12 N -0.426
13 S 0.520
14 H 0.204
15 H 0.206
16 H 0.211
17 H 0.198
18 H 0.207
19 H 0.192
20 H 0.259
21 H 0.228
22 H 0.233
23 H 0.214
24 H 0.204
25 H 0.184
26 H 0.201

---

Entry x
ORCA calculation (ωB97M-V/def2-TZVPD) on a cluster of 2 separate species, C11H13NS in total.

The HOMO energy comes out at -7.91 eV. As for the net charge: 0. The SMILES is C=Nc1ccccc1.CC(C)=C=S.

Cartesian coordinates (Å):
C1 2.887 -0.354 1.124
C2 2.902 -1.495 0.364
C3 2.100 0.770 0.688
C4 2.180 -1.519 -0.858
C5 1.272 0.621 -0.391
C6 1.330 -0.493 -1.171
C7 -3.028 -0.126 -1.186
C8 0.581 0.231 -3.273
C9 -2.591 -0.049 0.062
C10 -2.356 1.299 0.742
C11 -1.855 -1.142 0.897
N1 0.546 -0.597 -2.329
S1 -3.429 -0.342 -2.654
H1 3.465 -0.378 1.947
H2 3.582 -2.302 0.616
H3 2.048 1.684 1.253
H4 2.398 -2.491 -1.418
H5 0.564 1.282 -0.875
H6 -0.122 0.257 -4.091
H7 1.152 1.108 -3.174
H8 -2.971 1.277 1.633
H9 -2.746 2.221 0.179
H10 -1.362 1.563 1.014
H11 -1.689 -1.936 0.229
H12 -2.404 -1.635 1.628
H13 -0.881 -0.830 1.361

Which charges does natural (NBO) predict for the atoms? In e, they are:
1 C -0.226
2 C -0.194
3 C -0.195
4 C -0.217
5 C -0.259
6 C 0.100
7 C -0.060
8 C -0.024
9 C -0.194
10 C -0.603
11 C -0.603
12 N -0.384
13 S 0.156
14 H 0.206
15 H 0.213
16 H 0.215
17 H 0.226
18 H 0.222
19 H 0.179
20 H 0.136
21 H 0.216
22 H 0.211
23 H 0.216
24 H 0.222
25 H 0.216
26 H 0.225

---

Most stable structure, least stable structure: entry x, entry w.

---

Entry w
ORCA calculation (ωB97M-V/def2-TZVPD) on the ion C3H7O2 with charge -1.

The HOMO energy comes out at -2.67 eV. As for the net charge: -1. The SMILES is CO[C@@H](C)[O-].

Cartesian coordinates (Å):
C1 1.302 0.643 1.316
O1 1.053 -0.096 0.067
H1 2.311 0.310 1.788
H2 0.482 0.299 1.966
H3 1.336 1.708 0.918
O2 -0.857 1.316 -0.171
C2 -0.259 0.262 -0.741
C3 -1.188 -0.999 -0.772
H4 0.031 0.386 -1.866
H5 -2.025 -0.730 -1.474
H6 -0.717 -1.864 -1.331
H7 -1.468 -1.235 0.300

Which charges does natural (NBO) predict for the atoms? In e, they are:
1 C -0.265
2 O -0.686
3 H 0.142
4 H 0.175
5 H 0.200
6 O -0.919
7 C 0.421
8 C -0.666
9 H 0.045
10 H 0.190
11 H 0.168
12 H 0.196

---

Entry x
ORCA calculation (ωB97M-V/def2-TZVPD) on a cluster of 3 separate species, C3H7O2 in total.

The HOMO energy comes out at -2.51 eV. As for the net charge: -1.

Cartesian coordinates (Å):
C1 1.264 -1.470 -0.733
O1 2.089 -2.097 -1.352
H1 0.252 -1.847 -0.471
H2 1.400 -0.359 -0.526
H3 -2.642 -1.445 -1.056
C2 0.215 1.886 0.404
C3 -0.236 0.940 1.416
O2 -0.325 -0.345 1.434
H4 0.430 2.936 0.566
H5 0.632 1.467 -0.530
H6 -0.569 1.303 2.467
H7 -2.510 -0.968 -1.618

Which charges does natural (NBO) predict for the atoms? In e, they are:
1 C 0.298
2 O -0.577
3 H 0.129
4 H 0.132
5 H 0.005
6 C -0.822
7 C 0.264
8 O -0.819
9 H 0.176
10 H 0.155
11 H 0.067
12 H -0.007

---

Entry y
ORCA calculation (ωB97M-V/def2-TZVPD) on the ion C3H7O2 with charge -1.

The HOMO energy comes out at -2.84 eV. As for the net charge: -1. The SMILES is CO[C@H](C)[O-].

Cartesian coordinates (Å):
C1 1.969 -0.543 0.059
O1 0.514 -0.712 0.090
H1 2.415 -0.074 0.996
H2 2.589 -1.445 -0.206
H3 2.051 0.082 -0.794
O2 -0.394 0.790 -1.607
C2 -0.406 0.553 -0.326
C3 -1.916 0.081 0.229
H4 -0.047 1.325 0.402
H5 -1.736 -0.335 1.218
H6 -2.476 -0.674 -0.423
H7 -2.562 0.953 0.362

Which charges does natural (NBO) predict for the atoms? In e, they are:
1 C -0.266
2 O -0.689
3 H 0.129
4 H 0.150
5 H 0.188
6 O -0.870
7 C 0.443
8 C -0.678
9 H 0.049
10 H 0.181
11 H 0.188
12 H 0.174

---

Entry z
ORCA calculation (ωB97M-V/def2-TZVPD) on a cluster of 3 separate species, C3H7O2 in total.

The HOMO energy comes out at -2.14 eV. As for the net charge: -1.

Cartesian coordinates (Å):
C1 -0.667 1.482 -0.627
O1 -0.860 2.412 0.131
H1 -1.028 1.730 -1.592
H2 -0.157 0.571 -0.557
H3 5.608 1.506 2.808
C2 0.505 -1.061 1.069
C3 0.037 -1.805 -0.074
O2 -0.606 -1.496 -1.090
H4 1.092 -1.520 2.015
H5 0.701 0.018 0.976
H6 0.761 -2.577 -0.292
H7 5.503 1.256 2.110

Which charges does natural (NBO) predict for the atoms? In e, they are:
1 C 0.297
2 O -0.564
3 H 0.063
4 H 0.178
5 H -0.011
6 C -0.845
7 C 0.243
8 O -0.769
9 H 0.165
10 H 0.166
11 H 0.066
12 H 0.010

---

Most stable structure, least stable structure: entry y, entry z.

---

Entry w
ORCA calculation (ωB97M-V/def2-TZVPD) on a structure of composition HO2PRu.

The HOMO energy (alpha / beta) comes out at -17.68 / -22.68 eV. As for the multiplicity: 7. As for the net charge: +2. As for the expectation value of S²: 12.010.

Cartesian coordinates (Å):
P1 -1.038 0.624 -0.125
O1 -0.037 1.804 0.093
Ru1 1.682 0.590 -0.051
O2 -0.062 -0.640 -0.004
H1 -0.545 -2.378 0.086

Which charges does natural (NBO) predict for the atoms? In e, they are:
1 P 1.820
2 O -0.933
3 Ru 1.992
4 O -0.970
5 H 0.091

---

Entry x
ORCA calculation (ωB97M-V/def2-TZVPD) on a structure of composition HO2PRu.

The HOMO energy (alpha / beta) comes out at -18.33 / -22.89 eV. As for the multiplicity: 7. As for the net charge: +2. As for the expectation value of S²: 12.011.

Cartesian coordinates (Å):
P1 -1.066 0.592 -0.139
O1 -0.044 1.760 0.079
Ru1 1.669 0.554 -0.080
O2 -0.070 -0.683 0.005
H1 -0.488 -2.224 0.134

Which charges does natural (NBO) predict for the atoms? In e, they are:
1 P 1.803
2 O -0.991
3 Ru 1.632
4 O -1.172
5 H 0.729

---

Most stable structure, least stable structure: entry x, entry w.